(1)
Molecular formula: C24H15Cl2N4O2PdS
Method: DFT, wB97M-V/def2-TZVPD

Properties
* HOMO energy (spin up / spin down): -10.58 / -11.41 eV
* net charge: +1
* energy: -74537.8335 eV
* spin multiplicity: 5
* relative energy (zero: lowest compared OMol25 entry of this formula, charge and spin): 0.624 eV

CARTESIAN COORDINATES (ANGSTROEM)
Pd -0.18 -0.16 0.09
Cl 5.94 3.19 0.82
C 4.38 2.53 1.11
C 3.70 1.94 0.08
C 2.43 1.37 0.32
N 1.64 0.87 -0.62
C 1.95 0.34 -1.87
O 2.09 0.93 -2.90
C 2.05 -1.17 -1.71
C 3.01 -1.89 -2.40
C 3.17 -3.23 -2.09
C 2.37 -3.80 -1.12
C 1.40 -3.01 -0.50
N 1.26 -1.73 -0.79
C 1.93 1.29 1.68
C 2.61 1.98 2.69
C 3.81 2.59 2.42
Cl 4.64 3.41 3.67
N 0.95 0.41 1.91
C -0.28 0.42 2.51
O -0.77 -0.50 3.12
C -1.08 1.66 2.14
C -1.67 2.55 3.02
C -2.42 3.58 2.48
C -2.57 3.68 1.10
C -1.96 2.74 0.30
N -1.23 1.75 0.81
H 4.11 1.94 -0.92
H 3.61 -1.40 -3.16
H 3.92 -3.82 -2.60
H 2.49 -4.83 -0.83
H 0.73 -3.42 0.24
H 2.22 1.98 3.70
H -1.55 2.43 4.09
H -2.91 4.30 3.13
H -3.14 4.48 0.66
H -2.05 2.76 -0.78
S -2.11 -1.12 -0.75
C -3.47 -1.95 -1.41
C -4.75 -1.67 -0.90
C -5.85 -2.32 -1.43
C -5.68 -3.27 -2.43
C -4.41 -3.56 -2.93
C -3.31 -2.89 -2.44
H -4.86 -0.94 -0.11
H -6.84 -2.10 -1.05
H -6.54 -3.79 -2.83
H -4.28 -4.30 -3.70
H -2.31 -3.10 -2.82



(2)
Molecular formula: C24H15Cl40O4P
Method: DFT, wB97M-V/def2-TZVPD

Properties
* SMILES: CCCOC1=CC(=O)c2cc(P(C)O)ccc2C1=O.ClC(Cl)(Cl)Cl.ClC(Cl)(Cl)Cl.ClC(Cl)(Cl)Cl.ClC(Cl)(Cl)Cl.ClC(Cl)(Cl)Cl.ClC(Cl)(Cl)Cl.ClC(Cl)(Cl)Cl.ClC(Cl)(Cl)Cl.ClC(Cl)(Cl)Cl.ClC(Cl)(Cl)Cl
* HOMO energy: -8.52 eV
* energy: -543501.3927 eV
* spin multiplicity: 1

CARTESIAN COORDINATES (ANGSTROEM)
C -1.36 -3.66 0.48
C -2.86 -3.38 0.96
C -2.97 -1.80 1.11
O -3.13 -1.14 -0.18
C -2.04 -0.28 -0.30
C -1.04 -0.54 -1.17
C 0.15 0.46 -1.20
O 0.77 0.71 -2.18
C 0.50 1.07 0.20
C 1.85 1.33 0.64
C 2.06 1.85 1.98
P 3.80 2.18 2.66
C 3.75 1.27 4.33
O 3.90 3.84 2.92
C 0.95 2.14 2.91
C -0.41 1.88 2.47
C -0.60 1.36 1.14
C -2.02 1.01 0.60
O -3.00 1.62 0.85
H -0.88 -4.43 1.12
H -0.72 -2.74 0.51
H -1.41 -4.00 -0.58
H -2.97 -3.80 1.99
H -3.62 -3.73 0.23
H -2.04 -1.49 1.65
H -3.82 -1.49 1.77
H -1.04 -1.43 -1.83
H 2.68 1.10 -0.05
H 3.19 0.30 4.22
H 3.21 1.87 5.11
H 4.80 1.02 4.61
H 3.44 4.28 2.19
H 1.15 2.51 3.94
H -1.27 2.07 3.15
C 4.62 -1.67 -1.03
Cl 4.48 0.00 -1.61
Cl 6.19 -2.32 -1.54
Cl 4.50 -1.70 0.73
Cl 3.32 -2.65 -1.73
C -6.96 -0.96 0.44
Cl -7.50 -0.65 -1.22
Cl -8.35 -0.93 1.54
Cl -6.19 -2.56 0.51
Cl -5.79 0.28 0.92
C -7.07 2.84 -4.01
Cl -8.25 4.16 -4.10
Cl -7.62 1.48 -5.00
Cl -5.50 3.40 -4.60
Cl -6.91 2.30 -2.33
C 8.84 -1.93 -4.66
Cl 7.27 -1.12 -4.84
Cl 9.46 -2.40 -6.25
Cl 9.98 -0.82 -3.89
Cl 8.62 -3.36 -3.65
C -3.93 0.48 4.83
Cl -3.91 2.20 4.40
Cl -2.40 -0.27 4.34
Cl -4.13 0.31 6.59
Cl -5.29 -0.31 4.01
C -5.19 -2.36 -3.96
Cl -6.26 -3.64 -3.39
Cl -6.14 -0.91 -4.35
Cl -4.01 -1.96 -2.69
Cl -4.33 -2.90 -5.41
C 0.14 4.14 -3.55
Cl -1.17 5.34 -3.52
Cl -0.38 2.71 -4.44
Cl 1.57 4.84 -4.33
Cl 0.56 3.68 -1.88
C 8.18 -0.33 1.32
Cl 9.38 0.51 2.32
Cl 8.11 -2.04 1.79
Cl 6.59 0.42 1.56
Cl 8.65 -0.20 -0.38
C -4.00 -4.04 5.35
Cl -4.55 -3.83 3.68
Cl -5.39 -4.05 6.44
Cl -3.13 -5.58 5.48
Cl -2.91 -2.71 5.81
C 5.56 3.83 -3.99
Cl 6.91 4.88 -3.49
Cl 4.65 4.63 -5.29
Cl 6.20 2.29 -4.58
Cl 4.49 3.55 -2.61